One molecule with the formula C5H11NO2 in a non-equilibrium geometry. Source: the OMol25 dataset; level of theory: ωB97M-V/def2-TZVPD.

Last columns: bonded neighbours and bond lengths (Å).
CARTESIAN COORDINATES (ANGSTROEM)
1 C 1.96702 0.43873 1.46905  N2 1.451, H9 1.141, H10 1.082, H11 1.120
2 N 1.35257 0.47626 0.15473  C1 1.451, C3 1.450, H12 1.044
3 C -0.04215 0.10459 0.29414  N2 1.450, C4 1.658, C6 1.527, H13 1.046
4 C -0.90758 1.43287 0.78042  C3 1.658, O5 1.185, H14 1.140
5 O -0.48404 2.53341 0.89404  C4 1.185
6 C -0.79887 -0.36516 -0.94674  C3 1.527, C7 1.600, O8 1.410, H15 1.135
7 C -0.44338 -1.80926 -1.53567  C6 1.600, H16 1.072, H17 1.209, H18 1.097
8 O -2.20296 -0.40676 -0.82002  C6 1.410, H19 0.991
9 H 1.31157 0.76507 2.34388  C1 1.141
10 H 2.48724 -0.49592 1.63477  C1 1.082
11 H 2.72088 1.26756 1.45698  C1 1.120
12 H 1.72647 1.16490 -0.53513  N2 1.044
13 H 0.02548 -0.69024 0.97109  C3 1.046
14 H -1.94258 1.20802 1.20287  C4 1.140
15 H -0.56869 0.49758 -1.64683  C6 1.135
16 H 0.40854 -2.07480 -2.13027  C7 1.072
17 H -1.43139 -2.24754 -2.07712  C7 1.209
18 H -0.57708 -2.29071 -0.55923  C7 1.097
19 H -2.60106 0.49139 -0.95096  O8 0.991

HOMO energy = -8.55 eV
ΔE to the lowest compared entry with this formula, charge and spin = 328.4 kJ/mol
lowest unoccupied orbital energy = 0.75 eV
structure (SMILES) = CN[C@@H](C=O)[C@@H](C)O

A 2-piece molecular cluster, C4H14N overall in a non-equilibrium geometry. Source: the OMol25 dataset; level of theory: ωB97M-V/def2-TZVPD.

Last columns: bonded neighbours and bond lengths (Å).
CARTESIAN COORDINATES (ANGSTROEM)
1 C 0.99510 0.36908 -1.31361  C2 1.506, N3 1.535, H4 1.085, H5 1.086
2 C 1.89863 -0.42434 -0.40642  C1 1.506, H6 1.089, H7 1.086, H11 1.088
3 N 1.64848 1.72941 -1.59248  C1 1.535, H8 1.024, H9 1.019, H10 1.020
4 H 0.88194 -0.10073 -2.28466  C1 1.085
5 H 0.01750 0.58217 -0.89027  C1 1.086
6 H 1.93984 -1.49188 -0.61898  C2 1.089
7 H 1.52753 -0.45948 0.61319  C2 1.086
8 H 2.66739 1.65816 -1.51961  N3 1.024
9 H 1.41602 2.07085 -2.52381  N3 1.019
10 H 1.34462 2.38325 -0.87160  N3 1.020
11 H 2.92393 -0.07186 -0.32008  C2 1.088
12 C -2.25440 -0.15548 1.04501  C13 1.516, H14 1.087, H15 1.090, H16 1.088
13 C -1.99118 -1.42334 1.83397  C12 1.516, H17 1.096, H18 1.091, H19 1.080
14 H -1.35881 0.34665 0.68747  C12 1.087
15 H -3.03271 -0.29288 0.29409  C12 1.090
16 H -2.63582 0.65464 1.66281  C12 1.088
17 H -2.55330 -2.28240 1.45091  C13 1.096
18 H -2.47341 -1.36348 2.81096  C13 1.091
19 H -0.96137 -1.72832 1.94312  C13 1.080

HOMO energy = -14.13 eV
ΔE to the lowest compared entry with this formula, charge and spin = 85.2 kJ/mol
charge = +1
lowest unoccupied orbital energy = -3.86 eV